No. 1
{"formula": "C17H25N3O4", "method": "the ωB97M-V functional and the def2-TZVPD basis", "symbols": ["C", "C", "C", "C", "C", "O", "N", "C", "N", "C", "O", "C", "C", "C", "C", "C", "C", "C", "C", "C", "N", "O", "O", "C", "H", "H", "H", "H", "H", "H", "H", "H", "H", "H", "H", "H", "H", "H", "H", "H", "H", "H", "H", "H", "H", "H", "H", "H", "H"], "positions_angstrom": [[2.80216, 3.38131, -2.35032], [2.06535, 2.07528, -2.06575], [2.99089, 0.88017, -2.27800], [0.82748, 1.96462, -2.97282], [0.02441, 0.72288, -2.65741], [-0.04721, -0.25034, -3.37654], [-0.64752, 0.79498, -1.47289], [-1.22919, -0.39119, -0.89414], [-0.19738, -1.21495, -0.27282], [0.58587, -0.68083, 0.70468], [0.33733, 0.40115, 1.19625], [1.74122, -1.54816, 1.15104], [1.33169, -2.47344, 2.31161], [0.47882, -3.63827, 1.81653], [2.57867, -3.00265, 3.01640], [-2.30925, -0.02393, 0.09744], [-2.64864, -0.88534, 1.13548], [-3.63509, -0.54963, 2.04806], [-4.31003, 0.65081, 1.93506], [-3.98165, 1.50103, 0.88761], [-4.67964, 2.75653, 0.74671], [-5.57205, 2.99454, 1.53127], [-4.33214, 3.49639, -0.14843], [-2.99247, 1.17530, -0.02956], [3.67464, 3.47088, -1.70753], [2.15535, 4.23689, -2.17054], [3.13409, 3.41203, -3.38573], [1.74200, 2.08203, -1.01786], [3.84922, 0.94082, -1.61267], [2.46818, -0.05334, -2.08163], [3.34977, 0.85717, -3.30451], [1.14336, 1.91079, -4.01540], [0.19416, 2.84348, -2.83924], [-0.39281, 1.50967, -0.80551], [-1.65485, -0.97574, -1.72052], [0.14135, -2.00398, -0.79929], [2.12607, -2.14293, 0.32102], [2.52748, -0.87675, 1.49945], [0.74919, -1.88141, 3.02572], [0.17194, -4.26114, 2.65353], [-0.41575, -3.28550, 1.30976], [1.04706, -4.25686, 1.12406], [3.20133, -3.55959, 2.31918], [2.29916, -3.66589, 3.83144], [3.16647, -2.18573, 3.42747], [-2.12960, -1.82554, 1.23651], [-3.87522, -1.22810, 2.85176], [-5.07887, 0.94053, 2.63426], [-2.77538, 1.86198, -0.83317]], "mulliken_charge": [-1.745, 1.026, -1.445, -1.025, 0.443, -0.662, -0.114, -0.770, 0.065, 0.485, -0.686, -1.228, 0.867, -1.405, -1.649, 0.300, -0.133, -0.877, -0.539, -0.455, 1.058, -0.636, -0.618, -0.268, 0.409, 0.410, 0.372, 0.157, 0.413, 0.282, 0.355, 0.413, 0.341, 0.493, 0.710, 0.363, 0.458, 0.386, 0.289, 0.398, 0.276, 0.329, 0.354, 0.414, 0.417, 0.401, 0.424, 0.499, 0.647], "smiles": "CC(C)CC(=O)NC(NC(=O)CC(C)C)c1cccc([N+](=O)[O-])c1", "e_homo_ev": -9.6}

No. 2
{"formula": "C29H46BeBrN3P2", "method": "the ωB97M-V functional and the def2-TZVPD basis", "symbols": ["N", "C", "C", "C", "C", "C", "C", "Be", "P", "C", "C", "C", "C", "C", "C", "C", "Br", "H", "H", "H", "H", "H", "H", "H", "H", "H", "H", "P", "C", "C", "H", "H", "H", "H", "H", "C", "C", "H", "H", "H", "H", "H", "C", "C", "H", "H", "H", "H", "H", "C", "C", "H", "H", "H", "H", "H", "C", "C", "H", "H", "H", "H", "H", "C", "C", "H", "H", "H", "H", "H", "C", "N", "C", "C", "N", "C", "H", "H", "H", "H", "H", "H"], "positions_angstrom": [[-5.14609, -6.54394, -5.33416], [-4.50159, -7.08272, -4.29580], [-3.63743, -6.34296, -3.49520], [-3.42958, -4.97659, -3.80446], [-4.11324, -4.41713, -4.90259], [-4.96286, -5.25433, -5.64183], [-2.55796, -4.19813, -2.95077], [1.03835, -0.33800, 0.31120], [-0.51816, 3.87821, 3.92297], [-2.59740, -2.84350, -2.85644], [-1.88949, -2.18098, -1.81320], [-2.31842, -0.89868, -1.42480], [-1.78094, -0.34524, -0.26096], [-0.75605, -0.99482, 0.43072], [-0.39425, -2.31704, 0.15313], [-0.90168, -2.83498, -1.06195], [-0.32356, 0.73310, 2.04237], [-1.95695, -4.81612, -2.26883], [-3.35364, -2.27727, -3.40267], [-3.14083, -6.80207, -2.64195], [-3.97904, -3.37352, -5.18301], [-4.66356, -8.14237, -4.08437], [-5.48734, -4.84754, -6.50650], [-3.10786, -0.39311, -1.98485], [-0.54815, -3.80726, -1.43903], [-2.15865, 0.62865, 0.04845], [0.26059, -2.93503, 0.77118], [1.49265, 1.28642, -1.05702], [-1.37013, 2.42280, 4.67775], [-2.47904, 2.73597, 5.69388], [-0.57768, 1.83303, 5.15813], [-1.75979, 1.81008, 3.84884], [-2.73472, 1.81876, 6.24665], [-2.13086, 3.49690, 6.40339], [-3.39272, 3.10123, 5.20362], [-1.42428, 4.32214, 2.37589], [-1.65584, 5.84053, 2.23004], [-2.38324, 3.78118, 2.41332], [-0.84431, 3.93356, 1.51899], [-2.43332, 6.02487, 1.47303], [-1.98343, 6.26872, 3.18869], [-0.73943, 6.36421, 1.90791], [1.22327, 3.58364, 3.47104], [2.20801, 4.04224, 4.55061], [1.39033, 4.14617, 2.54334], [1.31997, 2.51737, 3.21966], [3.21600, 4.11513, 4.12582], [1.90276, 5.03036, 4.91698], [2.23941, 3.34740, 5.39969], [3.11770, 2.17188, -0.90870], [3.99963, 2.17404, -2.15653], [3.63360, 1.71445, -0.04640], [2.87271, 3.21070, -0.62856], [4.33564, 1.16741, -2.43069], [3.48896, 2.63328, -3.01250], [4.90097, 2.77080, -1.96666], [0.31766, 2.70323, -1.10867], [-0.76202, 2.70321, -2.18372], [0.92359, 3.61837, -1.17905], [-0.13955, 2.68692, -0.11182], [-0.34536, 2.75068, -3.20267], [-1.42882, 1.82931, -2.10489], [-1.37735, 3.60550, -2.03731], [1.32906, 0.46186, -2.69205], [2.20539, -0.78657, -2.83512], [1.50411, 1.18720, -3.51385], [0.26486, 0.16678, -2.78807], [1.72343, -1.46553, -3.55303], [3.20887, -0.54597, -3.20254], [2.29538, -1.32954, -1.88302], [3.65332, -3.90852, 2.89015], [3.42816, -2.76894, 2.01568], [4.36418, -2.23199, 1.11785], [3.70751, -1.26927, 0.41382], [2.39234, -1.17507, 0.89246], [2.28397, -2.09506, 1.87186], [3.79233, -4.83159, 2.31366], [4.53940, -3.73977, 3.50160], [2.77419, -4.01923, 3.54239], [5.39113, -2.57141, 1.08071], [4.05069, -0.64736, -0.40419], [1.39644, -2.26913, 2.47296]], "mulliken_charge": [-0.546, -0.323, -0.505, 0.615, -0.452, -0.353, 0.045, -0.736, -0.252, -0.608, 1.172, -1.033, -0.331, 0.948, -1.193, -0.773, 0.123, 0.137, 0.298, 0.342, 0.339, 0.362, 0.367, 0.413, 0.420, 0.557, 0.630, 1.296, -0.150, -1.298, 0.443, 0.063, 0.384, 0.354, 0.301, 0.602, -1.269, 0.411, -0.636, 0.391, 0.359, 0.304, 0.252, -1.311, 0.235, -0.087, 0.378, 0.374, 0.328, -0.620, -1.263, 0.524, 0.538, 0.224, 0.321, 0.426, 0.218, -1.310, 0.631, -0.656, 0.361, 0.187, 0.430, -0.909, -1.128, 0.601, 0.364, 0.360, 0.312, 0.188, -0.847, 0.077, -0.898, -0.048, 0.376, -0.412, 0.344, 0.352, 0.305, 0.467, 0.486, 0.609], "e_homo_ev": [-11.6, -11.6], "charge": 2}

No. 3
{"formula": "C3H10N4", "method": "the ωB97M-V functional and the def2-TZVPD basis", "symbols": ["H", "N", "C", "C", "N", "C", "N", "N", "H", "H", "H", "H", "H", "H", "H", "H", "H"], "positions_angstrom": [[-1.82713, -1.57887, 0.46216], [-0.98767, -1.40434, 1.00299], [-0.07014, -0.78304, 0.36919], [-0.15175, -0.29540, -1.07072], [-0.32731, 1.14574, -1.05707], [-1.38122, 1.57114, -0.05742], [1.09080, -0.46198, 1.06630], [2.37169, -0.85034, 0.60084], [0.75193, -0.54497, -1.64185], [-1.02865, -0.73960, -1.55282], [0.54322, 1.58022, -0.76527], [-1.28108, 1.28939, 0.99816], [-2.34033, 1.21554, -0.44163], [-1.38020, 2.65963, -0.08393], [0.99629, -0.71745, 2.05404], [2.64023, -0.26734, -0.17939], [2.38132, -1.81834, 0.29642]], "mulliken_charge": [0.274, -0.722, 0.367, -0.759, -0.379, -0.900, -0.042, -0.659, 0.329, 0.338, 0.333, 0.319, 0.278, 0.374, 0.339, 0.259, 0.250], "smiles": "[H]/N=C(\\CNC)NN", "e_homo_ev": -9.1}

What did we get for E_tot? Answer: -1127.99180 -4567.80507 -339.27378 a.u., in the order shown.
What did we get for energy relative to the best compared isomer or geometry (same formula, charge and spin)? Answer: 56.56 0.00 33.99 kcal per mole, in the order shown.